Record 1
Formula: C32H46BrClF19N4O4PSSi2
Source: OMol25
Level of theory: ωB97M-V with the def2-TZVPD basis set

Properties
ΔE to the lowest compared entry with this formula, charge and spin, kJ/mol: 86.0
Electronic energy, eV: -218158.9765
LUMO level, eV: 0.180
Gap between HOMO and LUMO, eV: 8.56
HOMO energy, eV: -8.38

ORCA input file:
```
! RIJCOSX wB97M-V def2-TZVPD def2/J DEFGRID3
* xyz 0 1
C -0.8137 0.3006 2.0911
C 0.6671 0.0225 1.7518
F 1.3679 1.2149 1.7738
C 0.8561 -0.7107 0.3883
Si 1.8720 -2.2790 0.5520
C 3.4847 -1.7934 1.4382
C 4.1381 -0.5163 0.8745
C 4.9480 -0.7266 -0.3974
F 5.4714 -1.9600 -0.3732
F 4.0966 -0.7104 -1.4458
C 6.1297 0.2461 -0.6025
F 7.0575 -0.3618 -1.3230
F 6.7170 0.4781 0.5618
C 5.7515 1.6319 -1.1838
F 6.7428 2.4479 -0.8677
F 4.7056 2.0717 -0.4929
C 5.5484 1.7329 -2.7288
F 5.5248 0.5755 -3.3530
F 6.5879 2.3931 -3.2211
C 4.2748 2.5205 -3.1736
F 4.2032 2.3385 -4.4885
F 3.1686 1.9869 -2.6969
C 4.3474 4.0643 -2.9530
F 5.0249 4.5522 -3.9864
F 5.0104 4.4194 -1.8792
C 2.9424 4.7323 -3.0409
F 2.2160 4.2686 -4.0218
F 3.1739 6.0141 -3.3264
C 2.1167 4.7246 -1.7040
F 2.6019 3.9311 -0.7919
F 0.9087 4.2785 -1.9913
F 1.9472 5.9094 -1.2179
O 2.3464 -3.0659 -0.8678
Si 1.3085 -3.1269 -2.1461
C -0.3984 -3.8092 -1.8037
C -1.3490 -2.9003 -1.0413
C -1.8582 -1.6967 -1.8650
Br -2.9766 -4.0055 -0.6688
S 1.2684 -1.2977 -3.4050
O 0.4257 -1.7115 -4.4874
O 0.7335 -0.1461 -2.7485
F 2.6972 -1.0369 -4.0584
P 0.8641 -3.6012 2.0926
O -0.5528 -2.7909 2.4778
Cl 0.3791 -5.4408 1.2376
H -1.0241 -0.1423 3.0657
H -1.4952 -0.1841 1.3903
H -0.9837 1.3690 2.1199
H 1.0524 -0.6226 2.5479
H -0.1395 -0.8189 -0.0472
H 1.3817 0.0053 -0.2565
H 3.1667 -1.5399 2.4571
H 4.1661 -2.6365 1.5443
H 3.4045 0.2552 0.6408
H 4.7266 -0.0855 1.6843
H 1.9162 -4.0892 -3.0855
H -0.8503 -3.9932 -2.7870
H -0.2861 -4.8031 -1.3654
H -1.0119 -2.6096 -0.0495
H -1.4575 -0.7501 -1.5025
H -2.9399 -1.6343 -1.7780
H -1.6547 -1.8460 -2.9256
H -1.3282 -3.2036 2.0632
C -5.8855 -1.3304 0.1469
C -6.1233 -1.2555 1.6475
C -5.1402 -0.3045 2.3443
C -3.7500 -0.7626 2.1422
N -2.6832 -1.1203 1.9784
H -4.8934 -1.7190 -0.0478
H -6.6076 -1.9945 -0.3281
H -5.9737 -0.3463 -0.3194
H -6.0324 -2.2556 2.0765
H -7.1445 -0.9185 1.8359
H -5.3439 -0.2655 3.4148
H -5.2375 0.7064 1.9458
C -1.6616 -4.3656 5.4801
C -1.4875 -3.7977 6.8850
C -1.0422 -2.3319 6.8822
C 0.2536 -2.1912 6.2031
N 1.2532 -2.0968 5.6774
H -0.7209 -4.3614 4.9271
H -2.0066 -5.3992 5.5285
H -2.3951 -3.7895 4.9116
H -0.7573 -4.4021 7.4271
H -2.4335 -3.8780 7.4243
H -0.9433 -1.9634 7.9034
H -1.7769 -1.7102 6.3683
C -5.0098 2.1099 4.9339
C -5.3100 3.4569 4.2851
C -5.3330 3.3882 2.7550
C -4.0261 2.9523 2.2406
N -3.0194 2.6149 1.8444
H -4.0198 1.7440 4.6571
H -5.0322 2.1978 6.0204
H -5.7474 1.3596 4.6397
H -4.5624 4.1838 4.6084
H -6.2791 3.8159 4.6368
H -5.5641 4.3672 2.3351
H -6.0962 2.6867 2.4150
C 0.6083 2.5369 -5.7042
C 1.0712 1.3145 -6.4873
C 0.6995 1.3810 -7.9718
C -0.7607 1.4575 -8.1364
N -1.8866 1.5133 -8.2588
H -0.4791 2.6298 -5.7138
H 0.9172 2.4586 -4.6642
H 1.0352 3.4527 -6.1191
H 0.6374 0.4203 -6.0419
H 2.1565 1.2228 -6.3990
H 1.0623 0.4940 -8.4918
H 1.1512 2.2563 -8.4414
*
```

---

Record 2
Formula: C3H8N5O
Source: OMol25
Level of theory: ωB97M-V with the def2-TZVPD basis set

Properties
ΔE to the lowest compared entry with this formula, charge and spin, kJ/mol: 116.7
Electronic energy, eV: -12728.6546
LUMO level, eV: -3.427
Gap between HOMO and LUMO, eV: 7.60
HOMO energy, eV: -11.02

ORCA input file:
```
! RIJCOSX wB97M-V def2-TZVPD def2/J DEFGRID3
* xyz 1 1
C 1.0216 2.2776 0.7539
C -0.4296 -1.2917 -0.8200
C 0.1571 -1.3179 0.3863
N 1.4593 1.4301 0.0604
N 1.4770 -0.8446 0.6312
N 0.5322 3.2900 1.3570
N -1.7370 -1.6813 -1.0370
N 1.9462 0.2210 -0.0995
O 0.2031 -0.7205 -1.8893
H -0.3279 -1.7732 1.2266
H 1.6781 -0.7565 1.6221
H 1.0912 3.8393 1.9991
H -0.4038 3.6231 1.1550
H -2.1589 -2.2005 -0.2845
H -1.9375 -2.0803 -1.9470
H -0.3729 -0.7501 -2.6622
H 2.0915 -0.0025 -1.0825
*
```